Record 1
The following is a DFT calculation (the ωB97M-V functional and the def2-TZVPD basis) of a structure of composition C46H92F5N6O11S3 in a non-equilibrium geometry.

Atoms and positions in Å:
C (7.518, -3.319, -3.809)
C (6.152, -2.876, -4.353)
C (5.988, -3.330, -5.795)
N (4.645, -3.683, -6.282)
C (3.715, -2.496, -6.216)
C (4.071, -1.465, -7.267)
C (4.016, -2.134, -8.651)
C (5.041, -3.285, -8.760)
C (4.781, -4.294, -7.658)
C (4.037, -4.767, -5.438)
H (7.534, -2.956, -2.781)
H (8.345, -2.850, -4.435)
H (7.719, -4.378, -3.922)
H (6.064, -1.746, -4.288)
H (5.360, -3.301, -3.752)
H (6.538, -4.243, -6.000)
H (6.279, -2.499, -6.493)
H (3.617, -2.135, -5.215)
H (2.733, -2.869, -6.479)
H (5.020, -1.073, -7.126)
H (3.509, -0.597, -7.115)
H (4.234, -1.383, -9.364)
H (3.005, -2.522, -8.819)
H (6.075, -2.860, -8.674)
H (4.943, -3.824, -9.718)
H (5.501, -5.091, -7.599)
H (3.835, -4.768, -7.861)
H (3.893, -4.469, -4.359)
H (4.707, -5.679, -5.557)
H (3.029, -4.969, -5.763)
C (2.895, 7.430, 0.705)
C (2.796, 6.791, 2.105)
C (2.899, 5.227, 1.978)
C (3.055, 4.620, 3.359)
C (4.476, 4.938, 3.804)
C (4.815, 6.445, 4.009)
N (4.080, 7.210, 2.782)
O (4.656, 8.172, 2.459)
C (6.357, 6.550, 3.947)
C (4.086, 6.981, 5.422)
C (1.548, 7.218, 2.810)
H (2.115, 7.013, 0.052)
H (3.869, 7.164, 0.284)
H (2.785, 8.528, 0.582)
H (3.786, 5.063, 1.306)
H (1.971, 4.856, 1.445)
H (2.914, 3.530, 3.389)
H (2.327, 5.007, 4.026)
H (5.163, 4.522, 3.033)
H (4.597, 4.360, 4.712)
H (6.802, 6.154, 3.029)
H (6.864, 5.908, 4.729)
H (6.671, 7.565, 4.126)
H (3.044, 6.829, 5.528)
H (4.386, 8.044, 5.630)
H (4.584, 6.364, 6.148)
H (1.353, 6.786, 3.823)
H (0.716, 6.923, 2.228)
H (1.407, 8.288, 2.907)
C (-8.636, -2.999, 6.614)
C (-9.027, -2.203, 5.308)
C (-9.196, -0.728, 5.645)
C (-9.160, 0.233, 4.488)
C (-7.940, -0.033, 3.675)
C (-7.846, -1.410, 3.136)
N (-8.044, -2.373, 4.245)
O (-7.356, -3.330, 4.180)
C (-6.484, -1.694, 2.486)
C (-8.892, -1.619, 2.020)
C (-10.312, -2.803, 4.680)
H (-9.286, -2.671, 7.352)
H (-7.625, -2.951, 6.960)
H (-8.893, -4.035, 6.503)
H (-8.280, -0.554, 6.199)
H (-10.072, -0.605, 6.284)
H (-9.021, 1.241, 4.840)
H (-10.045, 0.176, 3.842)
H (-7.039, 0.244, 4.218)
H (-8.000, 0.647, 2.819)
H (-6.644, -2.596, 1.967)
H (-5.667, -1.874, 3.174)
H (-6.179, -0.871, 1.816)
H (-8.315, -1.296, 1.218)
H (-9.718, -0.944, 2.264)
H (-9.151, -2.628, 1.870)
H (-11.129, -2.581, 5.425)
H (-10.378, -3.824, 4.493)
H (-10.703, -2.298, 3.766)
C (-0.292, 3.124, -2.470)
C (-1.650, 2.434, -2.628)
C (-1.890, 1.492, -1.586)
C (-3.382, 1.044, -1.511)
C (-4.137, 2.292, -1.127)
C (-3.996, 3.507, -1.938)
N (-2.633, 3.618, -2.550)
O (-2.258, 4.654, -2.979)
C (-4.201, 4.733, -1.123)
C (-4.839, 3.360, -3.216)
C (-1.829, 2.010, -4.083)
H (-0.159, 3.884, -3.279)
H (0.487, 2.337, -2.764)
H (0.042, 3.599, -1.516)
H (-1.663, 1.885, -0.589)
H (-1.248, 0.606, -1.754)
H (-3.552, 0.367, -0.697)
H (-3.664, 0.567, -2.435)
H (-3.689, 2.545, -0.124)
H (-5.186, 2.104, -0.911)
H (-5.113, 4.544, -0.629)
H (-4.345, 5.669, -1.713)
H (-3.434, 4.937, -0.338)
H (-4.616, 4.167, -3.951)
H (-5.936, 3.261, -3.034)
H (-4.504, 2.383, -3.665)
H (-2.886, 1.893, -4.352)
H (-1.345, 1.090, -4.400)
H (-1.472, 2.776, -4.730)
C (2.136, -1.882, 2.226)
C (2.131, -3.378, 2.144)
C (0.843, -3.881, 1.497)
C (0.811, -5.422, 1.318)
C (1.847, -5.716, 0.332)
C (3.287, -5.274, 0.733)
N (3.211, -3.890, 1.248)
O (4.107, -3.194, 0.885)
C (4.153, -5.299, -0.495)
C (3.857, -6.147, 1.842)
C (2.307, -3.979, 3.615)
H (3.032, -1.536, 2.746)
H (1.330, -1.615, 2.912)
H (1.996, -1.333, 1.300)
H (0.675, -3.441, 0.521)
H (0.075, -3.438, 2.173)
H (-0.130, -5.793, 0.988)
H (0.933, -5.951, 2.223)
H (1.625, -5.235, -0.625)
H (1.957, -6.797, 0.208)
H (3.732, -4.533, -1.163)
H (4.065, -6.328, -0.972)
H (5.143, -5.039, -0.062)
H (4.180, -7.100, 1.327)
H (3.138, -6.490, 2.563)
H (4.822, -5.842, 2.352)
H (2.374, -5.058, 3.706)
H (1.549, -3.519, 4.210)
H (3.228, -3.664, 4.093)
N (-1.486, 2.301, 1.962)
S (-0.054, 1.615, 1.729)
O (0.808, 2.332, 0.824)
O (-0.326, 0.286, 1.374)
F (0.674, 1.607, 3.093)
S (-1.500, 3.812, 2.401)
O (-2.896, 4.053, 2.694)
O (-0.747, 4.772, 1.537)
F (-0.793, 3.973, 3.805)
C (0.059, -2.185, -2.341)
F (-0.421, -3.478, -2.338)
F (-0.519, -1.523, -3.354)
F (-0.228, -1.600, -1.203)
S (1.869, -2.080, -2.540)
O (2.248, -0.735, -2.895)
O (2.219, -2.534, -1.194)
O (2.187, -2.967, -3.606)

Properties
HOMO   -0.5198 Eh
Kohn-Sham gap   0.2304 Ha
Spin multiplicity   1
Total charge   +3
Molar mass   1096.5 Da

---

Record 2
The following is a DFT calculation (the ωB97M-V functional and the def2-TZVPD basis) of a cluster of 7 separate species, C47H103ClF4NO in total.

Atoms and positions in Å:
C (1.156, -1.293, -0.793)
C (1.451, -2.420, -1.784)
C (0.445, -2.543, -2.929)
O (-0.896, -2.098, -2.617)
C (-1.572, -3.027, -1.857)
N (-3.060, -2.668, -1.902)
C (-3.820, -3.955, -1.606)
F (-3.759, -4.713, -2.696)
F (-3.167, -4.570, -0.611)
C (-5.292, -3.795, -1.138)
F (-5.810, -5.017, -1.136)
F (-5.975, -3.029, -2.015)
C (-3.425, -2.147, -3.286)
C (-3.360, -0.614, -3.443)
C (-2.686, 0.253, -2.354)
Cl (-3.655, 1.763, -2.191)
C (-2.548, -0.405, -0.974)
C (-3.412, -1.639, -0.853)
H (0.386, -1.566, -0.066)
H (0.838, -0.379, -1.302)
H (2.053, -1.053, -0.220)
H (2.419, -2.213, -2.248)
H (1.553, -3.365, -1.245)
H (0.383, -3.582, -3.276)
H (0.757, -1.946, -3.784)
H (-1.274, -3.039, -0.805)
H (-1.487, -4.029, -2.288)
H (-5.354, -3.366, -0.136)
H (-2.778, -2.661, -3.990)
H (-4.441, -2.473, -3.473)
H (-2.848, -0.415, -4.386)
H (-4.381, -0.257, -3.569)
H (-1.711, 0.581, -2.703)
H (-1.507, -0.626, -0.754)
H (-2.905, 0.285, -0.207)
H (-3.295, -2.119, 0.118)
H (-4.460, -1.373, -1.010)
C (7.446, -5.889, -0.693)
C (7.682, -4.587, -1.450)
C (6.703, -3.477, -1.073)
C (5.237, -3.785, -1.378)
C (4.937, -4.108, -2.839)
C (5.265, -2.961, -3.791)
H (6.466, -6.316, -0.915)
H (8.193, -6.638, -0.957)
H (7.502, -5.728, 0.385)
H (7.642, -4.774, -2.527)
H (8.695, -4.231, -1.244)
H (6.993, -2.557, -1.589)
H (6.801, -3.265, -0.004)
H (4.634, -2.918, -1.078)
H (4.899, -4.616, -0.752)
H (3.875, -4.358, -2.928)
H (5.480, -5.004, -3.150)
H (4.720, -2.053, -3.515)
H (5.000, -3.211, -4.819)
H (6.328, -2.718, -3.779)
C (-4.594, 1.671, 2.217)
C (-3.308, 1.082, 2.789)
C (-3.341, -0.436, 2.945)
C (-4.430, -0.947, 3.892)
C (-4.368, -0.343, 5.294)
C (-3.084, -0.662, 6.053)
H (-5.453, 1.478, 2.861)
H (-4.511, 2.752, 2.099)
H (-4.815, 1.247, 1.231)
H (-3.095, 1.539, 3.758)
H (-2.467, 1.355, 2.143)
H (-2.361, -0.781, 3.288)
H (-3.497, -0.890, 1.960)
H (-4.359, -2.037, 3.966)
H (-5.413, -0.735, 3.462)
H (-5.223, -0.714, 5.863)
H (-4.502, 0.740, 5.230)
H (-2.948, -1.741, 6.154)
H (-3.108, -0.235, 7.055)
H (-2.202, -0.258, 5.550)
C (-9.656, 1.954, 7.051)
C (-9.006, 1.141, 5.937)
C (-7.714, 1.761, 5.407)
C (-7.871, 3.150, 4.785)
C (-8.862, 3.222, 3.624)
C (-8.479, 2.338, 2.441)
H (-9.956, 2.945, 6.706)
H (-10.550, 1.457, 7.430)
H (-8.968, 2.088, 7.888)
H (-9.719, 1.007, 5.119)
H (-8.782, 0.137, 6.309)
H (-7.268, 1.082, 4.672)
H (-6.991, 1.829, 6.227)
H (-6.889, 3.485, 4.432)
H (-8.170, 3.864, 5.555)
H (-8.930, 4.260, 3.288)
H (-9.863, 2.953, 3.971)
H (-7.489, 2.605, 2.063)
H (-9.189, 2.448, 1.621)
H (-8.459, 1.282, 2.718)
C (0.230, -0.061, -5.924)
C (0.459, 1.429, -5.691)
C (-0.835, 2.220, -5.520)
C (-1.769, 2.199, -6.732)
C (-1.146, 2.725, -8.025)
C (-0.695, 4.179, -7.936)
H (-0.322, -0.255, -6.844)
H (1.179, -0.597, -5.994)
H (-0.341, -0.492, -5.093)
H (1.046, 1.841, -6.514)
H (1.069, 1.559, -4.793)
H (-0.595, 3.253, -5.260)
H (-1.383, 1.818, -4.657)
H (-2.654, 2.797, -6.495)
H (-2.131, 1.180, -6.902)
H (-1.880, 2.624, -8.827)
H (-0.298, 2.096, -8.313)
H (-1.530, 4.829, -7.669)
H (-0.296, 4.523, -8.890)
H (0.087, 4.317, -7.188)
C (12.787, 0.076, -1.590)
C (11.742, 0.935, -2.294)
C (10.356, 0.858, -1.656)
C (9.734, -0.540, -1.649)
C (9.587, -1.192, -3.021)
C (8.671, -0.421, -3.966)
H (12.533, -0.985, -1.631)
H (13.768, 0.194, -2.050)
H (12.876, 0.356, -0.538)
H (11.684, 0.648, -3.348)
H (12.070, 1.978, -2.286)
H (9.688, 1.554, -2.170)
H (10.421, 1.212, -0.622)
H (8.744, -0.477, -1.182)
H (10.326, -1.197, -1.005)
H (9.184, -2.201, -2.881)
H (10.567, -1.323, -3.487)
H (7.676, -0.300, -3.529)
H (8.557, -0.941, -4.918)
H (9.061, 0.575, -4.183)
C (-2.071, 3.521, 6.497)
C (-1.267, 3.747, 5.220)
C (-0.190, 2.690, 4.988)
C (0.897, 2.619, 6.062)
C (1.656, 3.926, 6.288)
C (2.399, 4.422, 5.052)
H (-1.442, 3.583, 7.386)
H (-2.861, 4.265, 6.603)
H (-2.540, 2.533, 6.491)
H (-0.822, 4.745, 5.236)
H (-1.949, 3.736, 4.364)
H (0.274, 2.863, 4.013)
H (-0.675, 1.708, 4.921)
H (1.611, 1.838, 5.782)
H (0.456, 2.296, 7.009)
H (2.371, 3.774, 7.100)
H (0.968, 4.701, 6.636)
H (3.108, 3.670, 4.697)
H (2.959, 5.332, 5.268)
H (1.714, 4.647, 4.232)

Properties
HOMO   -0.4459 Eh
Kohn-Sham gap   0.3639 Ha
Spin multiplicity   1
Total charge   +1
Molar mass   809.8 Da